(1)
{
  "formula": "C27H77NO19",
  "method": "the ωB97M-V functional and the def2-TZVPD basis",
  "gap_ev": 9.2,
  "smiles": "CC1(C)CCCC(C)(C)N1O.OCCO.OCCO.OCCO.OCCO.OCCO.OCCO.OCCO.CO.CO.CO.CO",
  "spin_multiplicity": 1,
  "e_tot_ha": -2558.994815,
  "e_homo_ev": -8.93,
  "lumo_energy_ev": 0.27,
  "charge": 0,
  "symbols": ["C", "C", "C", "C", "C", "C", "C", "C", "C", "N", "O", "H", "H", "H", "H", "H", "H", "H", "H", "H", "H", "H", "H", "H", "H", "H", "H", "H", "H", "H", "O", "C", "C", "O", "H", "H", "H", "H", "H", "H", "O", "C", "C", "O", "H", "H", "H", "H", "H", "H", "O", "C", "C", "O", "H", "H", "H", "H", "H", "H", "O", "C", "C", "O", "H", "H", "H", "H", "H", "H", "O", "C", "C", "O", "H", "H", "H", "H", "H", "H", "O", "C", "C", "O", "H", "H", "H", "H", "H", "H", "O", "C", "C", "O", "H", "H", "H", "H", "H", "H", "C", "O", "H", "H", "H", "H", "C", "O", "H", "H", "H", "H", "C", "O", "H", "H", "H", "H", "C", "O", "H", "H", "H", "H"],
  "xyz": [[5.153842, 0.767412, 2.200398], [3.617613, 0.633439, 2.549787], [2.883615, 0.375679, 1.179391], [3.388616, -0.490313, 3.604088], [3.938981, -0.179626, 4.961990], [3.352876, 1.165231, 5.438361], [3.523546, 2.296635, 4.536393], [2.705189, 3.530933, 4.965966], [4.935973, 2.801990, 4.488392], [2.942958, 1.795995, 3.171414], [3.029877, 2.922634, 2.299322], [5.396859, 0.159554, 1.337349], [5.477932, 1.702743, 1.765436], [5.827525, 0.436582, 2.986063], [1.798626, 0.278308, 1.229393], [3.085938, 1.123297, 0.447802], [3.220890, -0.557262, 0.717259], [2.281177, -0.588456, 3.797722], [3.646052, -1.474352, 3.262471], [3.671907, -0.887924, 5.717423], [5.028460, -0.148296, 5.054435], [3.782414, 1.410244, 6.398352], [2.276414, 1.045297, 5.588704], [1.605304, 3.433927, 4.719902], [3.084998, 4.406581, 4.370640], [2.879283, 3.888229, 5.947766], [5.680110, 2.070446, 4.437977], [5.204779, 3.465292, 5.375852], [5.168913, 3.331378, 3.583461], [3.957788, 2.939049, 1.958250], [-0.029215, -3.424302, 1.896973], [0.714349, -4.063042, 0.916332], [0.500078, -5.603606, 0.928805], [1.201845, -6.072458, -0.246689], [-0.974359, -3.516049, 1.617816], [0.504540, -3.641334, -0.017352], [1.773261, -3.853393, 1.058159], [-0.586750, -5.867269, 0.973473], [0.982125, -6.186418, 1.767577], [0.880717, -5.555967, -1.033702], [2.397263, 3.226230, -1.063032], [1.291962, 4.114479, -0.858640], [1.665518, 5.408016, -0.135933], [2.602447, 6.168814, -0.868464], [3.194338, 3.693521, -1.417074], [0.972304, 4.344841, -1.877771], [0.554430, 3.461611, -0.437340], [2.122325, 5.238059, 0.870534], [0.743510, 5.921095, 0.038433], [2.918087, 6.903249, -0.362432], [-3.437748, -1.878263, -3.797624], [-4.031197, -2.332088, -5.013145], [-4.638010, -3.663726, -4.777062], [-3.728323, -4.618775, -4.262074], [-3.607780, -0.976455, -3.578519], [-4.863938, -1.684284, -5.259694], [-3.332078, -2.338553, -5.803002], [-5.052089, -4.029265, -5.771768], [-5.497603, -3.579175, -4.122461], [-3.896267, -5.507269, -4.683160], [-4.393621, -3.206301, -1.177996], [-4.170496, -4.596947, -0.952142], [-2.880614, -4.799267, -0.268474], [-2.687274, -3.907150, 0.820231], [-4.001551, -3.042963, -2.097911], [-5.040008, -4.895369, -0.326457], [-4.172536, -5.128423, -1.901738], [-2.179595, -4.614349, -1.105531], [-2.767907, -5.827934, -0.027117], [-2.877310, -3.025401, 0.411916], [-0.659294, -1.912875, -3.870601], [-0.184917, -2.858712, -2.916648], [-0.077537, -4.234054, -3.534601], [0.035755, -5.198668, -2.521361], [-1.597464, -2.080649, -3.859796], [0.762032, -2.471853, -2.430960], [-0.836992, -2.905197, -2.017769], [0.757391, -4.268199, -4.177610], [-0.987477, -4.413509, -4.070898], [-0.294339, -6.070218, -2.838942], [-1.819505, 1.483403, -1.289150], [-0.757412, 0.629783, -0.780050], [-1.335360, -0.384827, 0.266433], [-2.343790, -1.252692, -0.216253], [-2.145208, 2.090753, -0.605038], [-0.472938, 0.029571, -1.658826], [0.135832, 1.191341, -0.390473], [-1.707506, 0.196633, 1.144527], [-0.601155, -1.021066, 0.777083], [-2.965925, -0.821615, -0.822325], [3.005601, 0.427184, -2.078479], [2.996994, 0.920154, -3.406621], [1.707871, 0.672549, -4.182570], [1.649143, -0.677053, -4.561424], [2.936239, 1.234677, -1.484706], [3.004789, 2.012456, -3.376591], [3.866353, 0.518856, -3.980550], [1.756638, 1.352820, -5.059363], [0.900290, 0.931680, -3.553152], [0.736962, -1.007495, -4.414536], [-4.919211, 2.274885, 0.235654], [-4.720230, 2.497979, 1.659874], [-4.459060, 3.057535, -0.386020], [-4.517314, 1.337762, -0.111949], [-5.955746, 2.323792, 0.116202], [-3.771350, 2.602748, 1.819989], [-1.905025, 4.263534, 1.481028], [-1.864296, 2.840074, 1.387674], [-2.274706, 4.646605, 2.421290], [-0.870799, 4.671800, 1.332610], [-2.493616, 4.665089, 0.620520], [-1.147918, 2.533172, 1.998480], [-4.404085, 1.945250, -3.682016], [-3.380325, 0.900329, -3.924453], [-4.332431, 2.805912, -4.362894], [-5.356967, 1.448660, -3.807427], [-4.382383, 2.410533, -2.656269], [-2.659978, 1.020783, -3.333346], [-0.366287, 1.764700, 4.424456], [0.136713, 2.319689, 3.220018], [-1.398059, 2.124930, 4.425225], [-0.427252, 0.683756, 4.382482], [0.213908, 1.986540, 5.386661], [1.070057, 2.061956, 3.115703]],
  "atomic_forces_ev_per_a": [[-0.607, -0.446, -0.233], [-0.101, -0.674, -0.603], [0.146, -1.144, 0.875], [-1.697, -0.058, -0.253], [0.574, 1.476, 0.556], [-0.376, -1.576, 1.204], [-0.648, 1.080, -1.500], [-1.036, 0.746, -2.580], [0.880, 1.216, 0.682], [1.296, 1.795, 0.843], [0.673, -0.151, -0.675], [-0.363, -0.768, -0.056], [-0.076, 0.840, 0.503], [-0.066, 0.319, 0.180], [-0.064, 0.161, 0.523], [0.299, 0.861, -0.174], [0.169, -0.020, 0.299], [0.760, 0.265, -0.598], [0.584, -0.393, -0.490], [-0.461, -0.821, 0.188], [0.105, 0.106, -0.478], [0.093, 0.148, 0.480], [-0.031, -0.219, 0.132], [1.291, 0.140, 0.549], [-0.556, -0.825, 0.177], [0.061, -0.419, 1.362], [1.004, -1.619, 0.417], [-0.611, -0.772, -1.126], [-0.302, 0.908, -0.357], [-0.873, 0.054, 0.269], [-1.246, 0.644, 0.547], [0.592, -1.683, 1.804], [0.971, -0.168, -0.687], [-0.904, 0.178, -0.206], [0.653, 0.000, 0.374], [-0.647, 0.249, -1.946], [0.138, -0.072, 0.343], [0.654, 0.257, -0.377], [-0.427, 1.138, -0.569], [0.312, -0.653, 0.970], [1.610, 0.054, 0.049], [1.789, 0.224, -1.520], [0.499, -0.911, 1.586], [-0.287, -0.828, -1.415], [-1.245, -0.171, 0.431], [-0.483, 0.497, 0.080], [-0.608, 0.284, 0.843], [-0.539, -0.475, -0.562], [-0.734, 0.731, -0.031], [0.112, 0.484, 0.549], [0.628, -2.012, 0.206], [-0.809, 0.718, 1.491], [-1.092, -1.445, -1.687], [0.267, -1.442, -0.578], [-0.364, 1.578, -0.389], [-0.105, 0.332, -0.342], [1.021, 0.015, -0.892], [0.423, 0.466, 0.961], [-0.163, 0.106, 0.406], [0.207, 1.599, 0.729], [0.970, 0.287, -2.456], [-2.311, 0.287, 0.755], [0.961, 0.902, -1.114], [-0.152, 0.076, -0.709], [-0.717, 0.184, 1.728], [0.511, -0.177, -0.322], [-0.129, -0.262, 0.036], [0.557, 0.102, 0.621], [0.203, -0.830, 0.852], [0.179, -0.400, 0.535], [0.822, -0.506, 0.650], [0.835, 0.679, 1.875], [-0.524, 0.595, 0.604], [-0.319, -1.456, 0.240], [-1.187, 0.466, -0.428], [-0.577, -0.494, -1.108], [-0.238, -0.042, -0.622], [1.017, -0.107, -1.012], [-0.581, 0.011, -0.620], [0.465, 1.025, 0.351], [0.451, -0.293, 0.050], [-0.696, -0.972, 0.161], [0.187, 1.390, 1.093], [0.048, -0.059, -0.525], [0.422, -0.309, 0.257], [0.241, 0.349, 0.217], [-0.937, -0.439, -0.257], [-0.225, -0.023, -0.648], [0.308, -0.024, -0.760], [0.319, 0.173, 0.365], [-0.091, 1.212, 0.994], [-0.176, 0.564, -0.548], [1.830, -0.577, -0.469], [-0.739, -0.370, -0.171], [-0.112, -1.460, -1.095], [0.671, 0.174, -0.007], [-0.572, 0.288, 0.444], [-0.258, -0.313, 0.196], [-1.164, 0.475, 0.682], [0.576, 0.159, -0.242], [1.552, 0.861, 1.448], [-0.003, -0.109, -1.113], [-0.044, 0.105, 0.241], [0.072, -0.620, 0.058], [-1.595, -0.116, -0.453], [0.019, -0.223, -0.178], [1.230, 0.569, -1.511], [0.036, 0.219, 0.401], [-0.332, -0.090, 0.285], [-0.725, -0.250, 0.252], [0.155, -0.410, 0.809], [-0.235, 0.117, -0.281], [0.838, -0.137, 0.729], [-2.259, 0.993, -0.499], [0.251, -0.565, -0.178], [-0.209, 0.041, -0.079], [0.287, -0.897, -0.776], [1.135, 0.558, 1.091], [-0.216, 0.002, 0.587], [0.149, 0.050, 0.222], [0.119, 0.022, 0.771], [0.096, -0.423, -0.190], [-0.808, 0.275, -1.417], [0.332, -0.162, -0.093]],
  "mulliken_charge": [-1.62, 1.53, -2.31, -1.43, -0.78, -1.35, 2.06, -1.56, -1.83, 0.58, -0.21, 0.52, 0.31, 0.39, 0.16, 0.57, 0.70, 0.20, 0.49, 0.52, 0.35, 0.39, 0.15, 0.04, 0.38, 0.48, 0.48, 0.38, 0.32, 0.23, -0.61, 0.48, -0.14, -0.61, 0.47, -0.66, 0.45, 0.01, 0.27, 0.43, -0.36, 0.31, -0.42, -0.56, 0.21, 0.43, -0.36, 0.10, 0.39, 0.32, 0.01, -0.48, -0.60, -0.44, 0.18, 0.34, 0.32, 0.41, 0.28, 0.29, -0.57, -0.73, -0.08, -0.69, 0.18, 0.30, 0.28, 0.02, 0.73, 0.42, -0.61, 1.03, -0.73, -0.49, 0.08, 0.39, -0.78, 0.28, 0.34, 0.26, -0.16, 1.37, -0.39, -0.27, 0.01, -0.39, -0.57, 0.15, 0.13, 0.03, -0.41, -0.36, 0.03, -0.58, 0.29, 0.21, 0.26, 0.33, -0.06, 0.41, -0.39, -0.63, 0.11, 0.07, 0.45, 0.35, -0.67, 0.64, 0.35, -0.04, 0.27, -0.13, -0.39, -0.56, 0.29, 0.29, 0.00, 0.20, -0.84, -1.03, 0.41, 0.24, 0.31, 0.48]
}


(2)
{
  "formula": "C4H6N2O",
  "method": "the ωB97M-V functional and the def2-TZVPD basis",
  "de_lowest_kcal_mol": 97.4,
  "gap_ev": 7.8,
  "smiles": "NC1=C=CN[C@@H]1O",
  "spin_multiplicity": 1,
  "e_tot_ha": -340.639688,
  "e_homo_ev": -7.59,
  "lumo_energy_ev": 0.18,
  "charge": 0,
  "symbols": ["N", "C", "C", "C", "N", "C", "O", "H", "H", "H", "H", "H", "H"],
  "xyz": [[-0.842341, -1.631963, 0.690751], [-0.557639, -0.478607, -0.055610], [-1.339098, 0.330872, -0.864505], [-0.400863, 1.336443, -1.192423], [0.804511, 1.261433, -0.573492], [0.707910, 0.210584, 0.357644], [1.896890, -0.343279, 0.787837], [-0.462615, -2.438641, 0.202770], [-1.844560, -1.759500, 0.767666], [-0.555195, 2.180905, -1.865368], [1.576397, 1.911723, -0.609126], [0.035265, 0.561369, 1.188653], [1.649954, -1.122145, 1.307240]],
  "atomic_forces_ev_per_a": [[-0.315, -0.019, -0.368], [-0.132, -0.314, -0.399], [0.389, -0.178, -0.004], [0.148, 0.141, -0.058], [-0.280, 0.139, 0.064], [-0.595, 0.270, 0.288], [-0.111, -0.315, -0.187], [0.056, -0.053, 0.256], [-0.061, -0.068, -0.118], [0.040, -0.215, 0.087], [-0.211, -0.042, -0.037], [0.922, 0.552, 0.491], [0.148, 0.102, -0.016]],
  "mulliken_charge": [-0.54, 0.34, -1.27, -0.02, -0.06, 0.43, -0.55, 0.27, 0.31, 0.40, 0.21, 0.13, 0.35]
}


(3)
{
  "formula": "C6H6N2O2",
  "method": "the ωB97M-V functional and the def2-TZVPD basis",
  "de_lowest_kcal_mol": 62.2,
  "gap_ev": 9.5,
  "smiles": "O=c1cc[nH]c(=O)[nH]1.C#C",
  "spin_multiplicity": 1,
  "e_tot_ha": -492.144391,
  "e_homo_ev": -9.07,
  "lumo_energy_ev": 0.47,
  "charge": 0,
  "symbols": ["O", "C", "C", "C", "N", "C", "O", "N", "H", "H", "H", "H", "C", "C", "H", "H"],
  "xyz": [[0.923731, 2.075654, -0.884152], [0.223970, 1.131840, -0.544718], [0.303588, -0.246614, -0.941818], [-0.646518, -1.177183, -0.808294], [-1.674270, -0.901718, -0.099020], [-1.988123, 0.379995, 0.347504], [-3.101419, 0.562258, 0.845538], [-0.917664, 1.241633, 0.334024], [1.233307, -0.493030, -1.394770], [-0.395811, -2.129059, -1.231967], [-2.418518, -1.617127, -0.027295], [-1.291982, 2.280230, 0.399278], [2.334981, -0.055203, 1.557216], [2.514860, -0.548572, 0.480086], [2.244222, 0.368426, 2.497195], [2.655641, -0.871523, -0.528800]],
  "atomic_forces_ev_per_a": [[-1.103, -1.213, 0.845], [-0.831, 0.130, 0.155], [1.502, 0.282, -1.538], [4.610, 0.536, -1.574], [-4.998, -1.023, 1.674], [-1.506, -1.213, 1.598], [1.711, 0.549, -0.882], [-1.259, 4.467, -0.792], [-0.213, -0.145, -0.927], [-0.704, -0.612, 0.142], [0.452, 1.160, 0.171], [1.199, -2.706, 0.255], [0.445, -0.737, -1.225], [0.516, 0.165, 0.326], [-0.216, 0.482, 1.126], [0.396, -0.121, 0.646]],
  "mulliken_charge": [-0.60, 0.15, -0.82, -0.15, -0.09, 0.27, -0.62, -0.11, 0.89, 0.37, 0.26, 0.31, -0.30, -0.35, 0.42, 0.38]
}


(4)
{
  "formula": "C3H6N2O",
  "method": "the ωB97M-V functional and the def2-TZVPD basis",
  "de_lowest_kcal_mol": 51.0,
  "gap_ev": 10.4,
  "smiles": "C=NN(C)C=O",
  "spin_multiplicity": 1,
  "e_tot_ha": -302.611884,
  "e_homo_ev": -9.43,
  "lumo_energy_ev": 0.97,
  "charge": 0,
  "symbols": ["C", "N", "N", "C", "C", "O", "H", "H", "H", "H", "H", "H"],
  "xyz": [[1.844921, 0.922834, 0.091582], [0.719878, 0.810613, -0.511937], [-0.216066, -0.110461, -0.089990], [-1.459354, 0.013460, -0.806389], [-0.071884, -1.010253, 0.934632], [0.880287, -1.128503, 1.664247], [2.497299, 1.709854, -0.247631], [2.117488, 0.332106, 0.978452], [-2.201032, -0.742134, -0.490068], [-1.308469, -0.122541, -1.885789], [-1.872833, 1.026056, -0.604550], [-0.930235, -1.701031, 0.967441]],
  "atomic_forces_ev_per_a": [[-0.674, -0.472, 0.710], [0.540, 0.198, 0.314], [0.494, -0.313, 0.375], [-0.935, 0.357, -0.267], [-0.247, -0.125, -0.714], [0.218, -0.043, 0.324], [0.094, 0.065, -0.352], [-0.043, 0.350, -0.608], [0.520, 0.345, 0.085], [0.054, 0.189, 0.304], [0.104, -0.668, -0.323], [-0.126, 0.118, 0.152]],
  "mulliken_charge": [-0.32, -0.71, 0.54, -0.72, 0.18, -0.56, 0.26, 0.28, 0.27, 0.26, 0.26, 0.25]
}